# 1
Here is a cluster of 7 separate species, ClH12O10 in total at a distorted geometry from OMol25. Energies are from ωB97M-V/def2-TZVPD.

The frontier orbital gap comes out at 8.44 eV. The net charge is -1. The energy relative to the best compared isomer or geometry (same formula, charge and spin) comes out at 131.8 kJ/mol.

Each line ends with the Löwdin charge.
Geometry (Å):
Cl -7.20 25.41 1.19  0.57
O -6.56 25.38 -0.12  -0.40
O -8.28 24.49 1.14  -0.39
O -6.34 25.01 2.26  -0.38
O -7.64 26.73 1.46  -0.40
O -11.99 29.47 1.45  -0.06
H -11.31 28.79 1.39  0.03
H -11.58 30.15 1.99  0.02
O -8.49 29.97 5.25  -0.05
H -9.32 30.42 5.37  0.02
H -8.69 29.24 4.67  0.03
O -10.70 20.05 -0.20  -0.06
H -10.13 20.35 -0.91  0.03
H -10.95 20.85 0.25  0.03
O -3.80 29.52 0.11  -0.06
H -4.24 28.68 -0.01  0.03
H -4.51 30.16 0.19  0.03
O -2.83 27.69 5.20  -0.06
H -2.37 28.44 4.83  0.02
H -3.31 27.32 4.46  0.03
O -0.90 24.49 0.62  -0.06
H -1.75 24.83 0.90  0.03
H -0.27 24.89 1.23  0.02


# 2
Here is a cluster of 7 separate species, ClH12O6 in total at a distorted geometry from OMol25. Energies are from ωB97M-V/def2-TZVPD.

The frontier orbital gap comes out at 10.00 eV. The net charge is -1. The energy relative to the best compared isomer or geometry (same formula, charge and spin) comes out at 56.9 kJ/mol.

Each line ends with the Löwdin charge.
Geometry (Å):
Cl -0.68 0.43 0.53  0.08
O 0.92 1.56 2.90  -0.13
H 0.12 1.21 2.52  -0.11
H 1.52 0.90 2.44  0.03
O -0.57 0.62 -2.72  -0.07
H 0.14 0.22 -3.22  0.02
H -0.41 0.26 -1.87  -0.10
O 0.60 -1.66 2.35  -0.11
H 1.42 -1.18 2.42  0.01
H 0.10 -1.14 1.71  -0.14
O 1.30 -1.69 -1.00  -0.11
H 1.24 -0.92 -0.42  -0.04
H 0.79 -2.38 -0.56  0.03
O 0.52 3.14 -0.94  -0.10
H -0.15 2.54 -0.58  -0.06
H 0.32 3.36 -1.83  0.00
O -2.37 -1.83 -0.96  -0.09
H -2.79 -2.35 -0.29  0.01
H -2.02 -1.10 -0.47  -0.12


# 3
Here is a cluster of 8 separate species, ClH14O7 in total from OMol25. Energies are from ωB97M-V/def2-TZVPD.

The frontier orbital gap (alpha / beta) comes out at 11.51 / 4.73 eV. The net charge is 0. Its spin multiplicity is 2. The energy relative to the best compared isomer or geometry (same formula, charge and spin) comes out at 41.0 kJ/mol.

Each line ends with the Löwdin charge.
Geometry (Å):
Cl -0.36 -0.30 0.14  0.59
O -3.23 0.55 -0.70  -0.03
H -3.72 -0.04 -0.12  0.04
H -2.33 0.51 -0.38  -0.10
O -0.78 2.11 2.31  -0.04
H -0.94 1.39 1.71  -0.08
H -0.89 1.73 3.18  0.02
O 2.06 -1.10 -1.73  -0.06
H 1.24 -0.95 -1.26  -0.11
H 2.10 -2.05 -1.85  0.05
O 0.24 1.69 -2.40  -0.04
H 1.07 1.35 -2.73  0.04
H 0.04 1.14 -1.64  -0.08
O 2.62 1.33 0.04  -0.02
H 1.99 0.61 -0.11  -0.06
H 3.44 0.89 0.26  0.05
O -0.69 -3.01 -1.62  -0.05
H -0.80 -2.17 -1.16  -0.08
H -1.49 -3.11 -2.12  0.04
O 0.49 -0.25 3.56  -0.05
H -0.36 -0.16 3.99  0.03
H 0.30 -0.17 2.62  -0.06


# 4
Here is a structure of composition ClH16O8 at a distorted geometry from OMol25. Energies are from ωB97M-V/def2-TZVPD.

The frontier orbital gap comes out at 9.19 eV. The net charge is -1. The energy relative to the best compared isomer or geometry (same formula, charge and spin) comes out at 670.9 kJ/mol.

Each line ends with the Löwdin charge.
Geometry (Å):
Cl -22.39 23.36 3.47  0.76
O -22.60 20.83 5.05  -0.07
H -22.37 21.63 4.57  -0.08
H -23.53 20.94 5.26  0.01
O -21.33 21.84 1.94  -0.13
H -21.98 21.16 1.78  0.04
H -21.78 22.49 2.48  -0.29
O -19.70 22.81 3.84  -0.03
H -20.58 22.95 3.50  -0.06
H -19.67 21.88 4.08  0.09
O -22.99 24.85 1.63  -0.18
H -22.40 25.59 1.73  -0.05
H -22.77 24.26 2.35  -0.27
O -20.54 24.63 4.77  -0.15
H -21.43 24.31 4.59  -0.14
H -19.98 23.90 4.52  -0.11
O -21.45 25.96 2.82  -0.07
H -21.54 25.15 3.32  -0.05
H -21.91 26.62 3.35  0.08
O -25.21 22.30 3.43  -0.07
H -24.98 21.74 4.18  0.00
H -24.41 22.81 3.26  -0.07
O -23.38 24.96 5.64  -0.08
H -24.28 25.09 5.33  0.03
H -23.03 24.28 5.07  -0.10


# 5
Here is a structure of composition ClH2IN2P2 at a distorted geometry from OMol25. Energies are from ωB97M-V/def2-TZVPD.

The frontier orbital gap (alpha / beta) comes out at 6.80 / 6.80 eV. The net charge is 0. The energy relative to the best compared isomer or geometry (same formula, charge and spin) comes out at 288.1 kJ/mol.

Each line ends with the Löwdin charge.
Geometry (Å):
N -1.02 -0.02 0.26  -0.18
N -1.34 0.28 1.40  -0.04
P 0.93 -1.28 -0.05  0.11
P 0.63 -0.34 -1.90  -0.34
Cl 0.74 1.64 -1.57  0.00
I 3.01 -1.17 -1.99  0.24
H -1.27 -0.24 2.34  0.16
H -1.67 1.14 1.53  0.05


# 6
Here is a structure of composition ClH2Li2O at a distorted geometry from OMol25. Energies are from ωB97M-V/def2-TZVPD.

The frontier orbital gap (alpha / beta) comes out at 13.34 / 4.61 eV. The net charge is +2. Its spin multiplicity is 2. The energy relative to the best compared isomer or geometry (same formula, charge and spin) comes out at 0.0 kJ/mol.

Each line ends with the Löwdin charge.
Geometry (Å):
Li 7.47 -18.18 -4.77  0.82
Li 7.63 -16.72 -1.06  0.84
Cl 6.59 -16.46 -3.30  0.00
O 4.88 -16.62 -6.15  0.24
H 5.53 -16.22 -5.58  -0.01
H 4.04 -16.37 -5.76  0.12


# 7
Here is a cluster of 2 separate species, ClH2NO2Si in total at a distorted geometry from OMol25. Energies are from ωB97M-V/def2-TZVPD.

The frontier orbital gap comes out at 9.75 eV. Its SMILES is O=[SiH2].O=NCl. The net charge is 0. The energy relative to the best compared isomer or geometry (same formula, charge and spin) comes out at 228.7 kJ/mol.

Each line ends with the Löwdin charge.
Geometry (Å):
N 4.51 0.67 0.99  -0.44
O 4.21 1.66 0.45  -0.06
O 0.69 -1.76 -0.51  -0.44
Si 0.13 -0.57 0.23  0.63
Cl 5.22 -0.54 -0.07  0.49
H -0.25 -0.70 1.56  -0.10
H 0.08 0.73 -0.23  -0.10


# 8
Here is a cluster of 2 separate species, ClH2NO2Si in total at a distorted geometry from OMol25. Energies are from ωB97M-V/def2-TZVPD.

The frontier orbital gap (alpha / beta) comes out at 7.13 / 6.07 eV. The net charge is 0. The energy relative to the best compared isomer or geometry (same formula, charge and spin) comes out at 469.3 kJ/mol.

Each line ends with the Löwdin charge.
Geometry (Å):
N -0.34 0.92 -0.03  -0.58
O 0.08 1.48 0.99  -0.01
O -0.75 1.51 -1.00  0.01
Si -0.50 -0.88 -0.02  1.02
Cl 2.81 -0.57 -0.18  -0.30
H 0.07 -1.02 1.21  -0.08
H -1.37 -1.43 -0.97  -0.06


# 9
Here is an isolated molecule of ClH2NOS at a distorted geometry from OMol25. Energies are from ωB97M-V/def2-TZVPD.

The frontier orbital gap comes out at 9.54 eV. The net charge is 0. The energy relative to the best compared isomer or geometry (same formula, charge and spin) comes out at 117.0 kJ/mol.

Each line ends with the Löwdin charge.
Geometry (Å):
N 0.23 -1.10 -0.01  -0.33
O -1.19 0.81 -0.04  -0.38
S 0.19 0.26 0.70  0.64
Cl 1.73 1.63 -0.10  0.03
H 0.88 -1.83 -0.14  0.00
H -1.83 0.22 -0.41  0.04


# 10
Here is an isolated molecule of ClH2NP2 at a distorted geometry from OMol25. Energies are from ωB97M-V/def2-TZVPD.

The frontier orbital gap (alpha / beta) comes out at 7.45 / 7.45 eV. Its SMILES is N=P#[PH]Cl. The net charge is 0. The energy relative to the best compared isomer or geometry (same formula, charge and spin) comes out at 314.1 kJ/mol.

Each line ends with the Löwdin charge.
Geometry (Å):
N 0.01 -1.67 -0.96  -0.32
P -0.59 -0.53 0.66  0.46
P 0.63 1.09 -0.04  0.05
Cl 1.20 2.17 1.60  0.02
H -0.55 -2.61 -0.80  -0.08
H -0.70 1.54 -0.46  -0.13


# 11
Here is a cluster of 2 separate species, ClH2NS2 in total at a distorted geometry from OMol25. Energies are from ωB97M-V/def2-TZVPD.

The frontier orbital gap comes out at 7.18 eV. Its SMILES is S=NS.Cl. The net charge is 0. The energy relative to the best compared isomer or geometry (same formula, charge and spin) comes out at 0.0 kJ/mol.

Each line ends with the Löwdin charge.
Geometry (Å):
N -0.41 1.95 0.68  -1.10
S 0.38 1.48 1.97  0.67
S -1.06 1.16 -0.55  0.51
Cl 0.69 -2.37 -1.82  0.22
H 0.98 0.16 1.78  -0.07
H -0.59 -2.37 -2.05  -0.23


# 12
Here is a structure of composition ClH2NS2 at a distorted geometry from OMol25. Energies are from ωB97M-V/def2-TZVPD.

The frontier orbital gap comes out at 8.69 eV. The net charge is 0. The energy relative to the best compared isomer or geometry (same formula, charge and spin) comes out at 66.0 kJ/mol.

Each line ends with the Löwdin charge.
Geometry (Å):
N -0.80 -0.16 0.62  -1.29
S -0.62 -1.67 0.01  0.61
S 0.43 0.88 0.01  0.56
Cl -2.49 0.65 0.04  0.26
H 0.07 -1.24 -1.19  -0.10
H 0.08 1.96 0.96  -0.04